(1)
The following is a DFT calculation (ωB97M-V/def2-TZVPD) of 2 unconnected molecules or ions with the total composition CH5BO3.

Properties
HOMO energy   -9.46 eV
Orbital gap   0.361 Ha
Charge   0

CARTESIAN COORDINATES (ANGSTROEM)
B  0.88  0.57  0.31
C  -0.89  -0.78  -0.36
O  1.93  -0.17  0.06
O  1.15  2.34  1.38
O  -0.38  0.43  0.11
H  -1.86  -0.93  -0.08
H  -0.18  -1.52  0.10
H  -0.83  -0.99  -1.52
H  2.72  0.25  0.15
H  0.39  2.87  1.18



(2)
The following is a DFT calculation (ωB97M-V/def2-TZVPD) of a molecular structure, C39H43BrO4P3Ru.

Properties
HOMO energy (alpha / beta)   -12.89 / -13.34 eV
2S+1   6
Orbital gap (alpha / beta)   0.270 / 0.228 Ha
Charge   +2

CARTESIAN COORDINATES (ANGSTROEM)
Ru  -0.77  -0.74  0.82
C  -3.08  2.55  0.71
P  -2.60  0.99  1.48
C  -1.79  1.49  3.04
C  -4.15  0.21  2.05
C  -3.83  -1.04  2.87
P  -2.68  -2.15  1.99
C  -2.40  -3.51  3.15
C  -3.73  -2.86  0.68
H  -3.73  3.09  1.40
H  -3.61  2.38  -0.23
H  -2.19  3.14  0.50
H  -2.52  1.94  3.72
H  -1.03  2.25  2.80
H  -1.29  0.67  3.54
H  -4.76  -0.04  1.18
H  -4.72  0.94  2.64
H  -4.74  -1.60  3.11
H  -3.37  -0.77  3.82
H  -3.36  -3.92  3.45
H  -1.87  -3.14  4.03
H  -1.80  -4.29  2.69
H  -4.63  -3.28  1.12
H  -3.19  -3.66  0.16
H  -4.01  -2.11  -0.06
O  -0.38  1.23  -0.08
P  0.62  2.04  -0.93
C  1.99  2.60  0.06
C  3.12  3.16  -0.55
C  4.17  3.60  0.24
C  4.10  3.50  1.62
C  2.98  2.95  2.23
C  1.92  2.51  1.45
C  1.23  1.15  -2.36
C  1.53  1.87  -3.52
C  2.05  1.21  -4.63
C  2.26  -0.16  -4.59
C  1.97  -0.88  -3.44
C  1.46  -0.22  -2.33
C  -0.25  3.47  -1.56
C  -1.28  3.26  -2.49
C  -2.02  4.33  -2.96
C  -1.74  5.62  -2.51
C  -0.72  5.83  -1.60
C  0.03  4.76  -1.12
H  3.19  3.23  -1.63
H  5.05  4.02  -0.23
H  4.93  3.84  2.23
H  2.93  2.87  3.30
H  1.06  2.06  1.91
H  1.34  2.93  -3.58
H  2.28  1.77  -5.53
H  2.67  -0.67  -5.45
H  2.15  -1.94  -3.40
H  1.29  -0.78  -1.42
H  -1.49  2.26  -2.85
H  -2.81  4.17  -3.68
H  -2.31  6.45  -2.89
H  -0.50  6.84  -1.26
H  0.82  4.94  -0.40
Br  4.31  -0.43  0.48
C  3.99  -1.16  2.19
C  5.12  -1.52  2.90
C  5.01  -2.06  4.18
C  3.76  -2.23  4.76
C  2.64  -1.87  4.05
C  2.73  -1.33  2.76
C  1.46  -0.99  2.11
O  0.34  -1.20  2.71
O  1.38  -0.50  0.94
H  6.10  -1.38  2.46
H  5.91  -2.33  4.72
H  3.67  -2.64  5.76
H  1.66  -1.99  4.48
C  0.29  -4.97  -0.55
C  -0.30  -3.61  -0.76
O  -0.27  -2.82  0.19
C  -0.90  -3.25  -2.06
C  -1.65  -2.09  -2.21
C  -2.20  -1.74  -3.43
C  -1.98  -2.57  -4.54
C  -1.24  -3.73  -4.40
C  -0.71  -4.08  -3.17
H  0.62  -5.06  0.48
H  1.15  -5.10  -1.21
H  -0.43  -5.75  -0.79
H  -1.85  -1.44  -1.36
H  -2.78  -0.84  -3.54
H  -2.40  -2.31  -5.50
H  -1.08  -4.38  -5.26
H  -0.13  -4.99  -3.08



(3)
The following is a DFT calculation (ωB97M-V/def2-TZVPD) of C3H3N3OS in the gas phase.

Properties
HOMO energy   -8.69 eV
SMILES string   Nc1connc1=S
Orbital gap   0.267 Ha
Charge   0

CARTESIAN COORDINATES (ANGSTROEM)
N  -0.95  1.97  -0.14
C  0.11  1.00  0.00
C  1.56  1.09  -0.05
O  2.24  -0.05  0.20
N  1.70  -1.36  -0.01
N  0.44  -1.43  -0.22
C  -0.46  -0.31  -0.15
S  -2.09  -0.70  0.11
H  -1.76  1.67  0.34
H  -0.63  3.03  -0.05
H  2.24  2.01  0.21



(4)
The following is a DFT calculation (ωB97M-V/def2-TZVPD) of 2 unconnected molecules or ions with the total composition C5H14.

Properties
HOMO energy (alpha / beta)   1.54 / -7.55 eV
2S+1   2
Orbital gap (alpha / beta)   0.098 / 0.439 Ha
Charge   -1

CARTESIAN COORDINATES (ANGSTROEM)
C  -0.54  -0.76  1.33
C  -1.80  -0.79  2.17
C  0.71  -0.24  2.14
H  -0.67  -0.13  0.45
H  -0.26  -1.73  0.91
H  -2.52  -1.47  1.71
H  -1.63  -0.93  3.24
H  0.45  -0.36  3.19
H  0.96  0.80  1.94
H  -2.35  0.16  2.20
H  1.52  -0.95  1.97
C  0.86  0.31  -3.26
C  0.71  1.27  -2.08
H  1.90  0.06  -3.44
H  0.23  -0.57  -3.14
H  0.48  0.82  -4.15
H  1.53  1.97  -1.93
H  -0.18  1.89  -2.07
H  0.62  0.66  -1.18



(5)
The following is a DFT calculation (ωB97M-V/def2-TZVPD) of 2 unconnected molecules or ions with the total composition C25H23N2O3.

Properties
HOMO energy   -10.89 eV
Orbital gap   0.207 Ha
Charge   +1

CARTESIAN COORDINATES (ANGSTROEM)
C  -2.32  -3.69  -4.32
O  -2.34  -2.29  -4.39
C  -2.30  -1.64  -3.17
C  -2.34  -0.24  -3.16
C  -2.33  0.46  -1.98
C  -2.29  -0.20  -0.73
C  -2.37  0.57  0.44
C  -2.53  0.16  1.78
C  -2.48  1.14  2.80
C  -2.59  0.79  4.12
C  -2.74  -0.55  4.51
O  -2.82  -0.83  5.87
C  -2.86  -2.20  6.18
C  -2.84  -1.52  3.50
C  -2.77  -1.17  2.18
C  -2.15  -1.60  -0.76
C  -2.19  -2.30  -1.93
H  -2.31  -4.09  -5.33
H  -1.42  -4.03  -3.80
H  -3.21  -4.05  -3.80
H  -2.36  0.28  -4.10
H  -2.37  1.54  -2.00
H  -2.33  1.64  0.30
H  -2.36  2.17  2.53
H  -2.56  1.54  4.89
H  -2.89  -2.30  7.26
H  -3.75  -2.66  5.75
H  -1.96  -2.69  5.80
H  -2.99  -2.55  3.76
H  -3.00  -1.93  1.46
H  -1.91  -2.14  0.13
H  -2.13  -3.37  -1.90
O  2.70  -0.71  -0.43
C  2.91  0.50  -0.45
C  3.87  1.06  -1.42
C  4.35  2.37  -1.28
C  5.28  2.84  -2.19
C  5.74  2.04  -3.22
C  5.27  0.74  -3.34
C  4.35  0.26  -2.45
C  3.87  3.24  -0.14
C  2.44  2.87  0.29
C  2.27  1.40  0.46
N  1.61  0.94  1.47
N  1.02  0.53  2.41
H  5.66  3.85  -2.09
H  6.47  2.42  -3.91
H  5.65  0.11  -4.13
H  3.98  -0.75  -2.52
H  4.56  3.11  0.70
H  3.92  4.29  -0.43
H  2.18  3.37  1.23
H  1.72  3.23  -0.46



(6)
The following is a DFT calculation (ωB97M-V/def2-TZVPD) of C5H9NO in the gas phase.

Properties
HOMO energy   -10.85 eV
SMILES string   CC(C)(C#N)CO
Orbital gap   0.420 Ha
Charge   0

CARTESIAN COORDINATES (ANGSTROEM)
C  -0.14  1.35  0.67
C  0.16  -0.11  0.26
C  1.15  -0.16  -0.91
C  0.86  -0.69  1.42
N  1.60  -0.74  2.31
C  -1.15  -0.86  -0.05
O  -1.87  -0.22  -1.08
H  -0.77  1.83  -0.09
H  -0.67  1.36  1.63
H  0.80  1.89  0.80
H  2.08  0.35  -0.62
H  0.75  0.36  -1.79
H  1.40  -1.19  -1.17
H  -0.95  -1.91  -0.29
H  -1.80  -0.82  0.83
H  -1.45  -0.43  -1.92



Ordered energy above the lowest of the compared OMol25 structures with the same formula, charge and spin results: 302.49; 0.00; 505.96; 42.61; 188.12; 117.33; unit kJ/mol.